Density functional theory data (ωB97M-V/def2-TZVPD) for a structure of composition C31H38F6N4OP2Pb in a non-equilibrium geometry.

ORCA input file:
```
! RIJCOSX wB97M-V def2-TZVPD def2/J DEFGRID3
* xyz 0 1
Pb -0.279 -2.289 0.752
C 4.777 2.593 0.770
C 3.636 3.294 0.770
C 3.196 4.211 -0.308
C 3.529 3.730 -1.753
C 3.344 2.257 -1.985
C 4.356 1.391 -1.864
C 5.759 1.852 -1.496
C 5.857 2.763 -0.249
C -1.703 -3.473 -0.589
H 5.072 1.890 1.557
H 3.001 3.323 1.649
H 3.653 5.214 -0.170
H 2.103 4.350 -0.196
H 2.884 4.298 -2.437
H 4.568 4.011 -1.969
H 2.366 1.952 -2.364
H 4.281 0.324 -2.125
H 6.236 2.431 -2.316
H 6.380 0.947 -1.340
H 6.812 2.530 0.253
H 5.866 3.823 -0.547
H -1.762 -4.370 0.055
H -1.231 -3.731 -1.548
H -2.700 -3.025 -0.661
P -0.859 -0.736 -1.718
P -0.973 0.469 1.159
N 0.403 -1.424 -2.772
N -2.093 -0.505 -2.984
N 0.604 0.488 1.997
N -1.814 1.227 2.466
C -0.210 0.951 -1.507
C -0.766 1.644 -0.224
C 1.077 -2.621 -2.494
C 2.017 -2.848 -3.490
C 1.913 -1.768 -4.430
C 0.923 -0.907 -3.961
C -2.788 -1.584 -3.563
C -3.830 -1.087 -4.335
C -3.793 0.347 -4.234
C -2.729 0.672 -3.400
C 1.156 -0.651 2.628
C 2.520 -0.472 2.772
C 2.818 0.834 2.314
C 1.642 1.388 1.805
C -1.439 2.197 3.410
C -2.529 2.445 4.236
C -3.611 1.609 3.791
C -3.155 0.875 2.709
H -0.461 1.557 -2.391
H 0.892 0.899 -1.452
H -0.138 2.503 0.070
H -1.786 2.033 -0.411
H 0.799 -3.218 -1.634
H 2.695 -3.692 -3.545
H 2.484 -1.658 -5.342
H 0.535 0.017 -4.370
H -2.483 -2.601 -3.352
H -4.530 -1.675 -4.918
H -4.464 1.043 -4.724
H -2.371 1.638 -3.068
H 0.524 -1.420 3.066
H 3.243 -1.178 3.168
H 3.781 1.302 2.372
H 1.420 2.351 1.370
H -0.442 2.615 3.394
H -2.565 3.150 5.057
H -4.603 1.558 4.218
H -3.621 0.142 2.063
C -4.531 -2.159 3.234
C -3.568 -3.019 2.440
O -2.828 -2.315 1.558
C -2.529 -3.712 3.400
F -3.126 -4.404 4.402
F -1.651 -4.547 2.769
F -1.758 -2.734 3.987
C -4.535 -4.130 1.767
F -5.339 -4.753 2.698
F -5.377 -3.519 0.878
F -3.883 -5.108 1.094
H -3.986 -1.290 3.590
H -5.021 -2.708 4.040
H -5.266 -1.804 2.508
*
```

Summary:
- calculated total energy (hartree) = -2972.92611
- LUMO level (eV) = -1.1
- energy above the lowest of the compared OMol25 structures with the same formula, charge and spin (kJ/mol) = 0.0
- orbital gap (eV) = 6.5

Atom charges from the Löwdin analysis, given in e for atoms 1 to 2: atom 1 (Pb): 1.26, atom 2 (C): -0.11

---

Density functional theory data (ωB97M-V/def2-TZVPD) for a cluster of 2 separate species, CH5N3S in total in a non-equilibrium geometry.

ORCA input file:
```
! RIJCOSX wB97M-V def2-TZVPD def2/J DEFGRID3
* xyz 0 1
C -0.779 -1.156 -2.264
N 0.852 0.487 1.657
N 0.941 -0.602 1.402
N 0.511 1.446 2.490
S 0.347 -0.048 -1.454
H -1.673 -1.113 -1.588
H -0.493 -2.145 -2.448
H -1.087 -0.659 -3.227
H 0.791 1.436 3.460
H 0.591 2.355 1.972
*
```

Summary:
- calculated total energy (hartree) = -603.38072
- LUMO level (spin up / spin down) (eV) = 0.4 / -1.1
- energy above the lowest of the compared OMol25 structures with the same formula, charge and spin (kJ/mol) = 433.7
- orbital gap (spin up / spin down) (eV) = 8.9 / 5.7

Atom charges from the Löwdin analysis, given in e for atoms 1 to 2: atom 1 (C): -0.60, atom 2 (N): -0.30

---

Density functional theory data (ωB97M-V/def2-TZVPD) for a structure of composition C47H48N7O7S3Sr in a non-equilibrium geometry.

ORCA input file:
```
! RIJCOSX wB97M-V def2-TZVPD def2/J DEFGRID3
* xyz 1 1
Sr -0.844 -0.468 0.644
C 3.125 3.149 -2.962
O 2.461 4.401 -3.106
C 1.962 4.702 -4.330
C 2.197 5.975 -4.836
C 1.649 6.366 -6.045
C 0.857 5.485 -6.772
C 0.601 4.224 -6.263
C 1.136 3.836 -5.040
N 0.849 2.527 -4.534
C 0.376 2.204 -3.344
C -0.063 2.997 -2.285
C -0.389 4.387 -2.368
C -0.725 5.094 -1.261
C -0.716 4.449 0.003
C -0.438 3.122 0.129
C -0.153 2.307 -1.014
O 0.037 1.054 -0.894
H 3.945 3.305 -2.266
H 3.526 2.804 -3.913
H 2.451 2.391 -2.553
H 2.820 6.643 -4.253
H 1.845 7.361 -6.424
H 0.436 5.782 -7.724
H -0.030 3.525 -6.801
H 1.123 1.768 -5.147
H 0.390 1.138 -3.144
H -0.397 4.874 -3.332
H -0.993 6.141 -1.333
H -0.953 5.024 0.891
H -0.472 2.645 1.101
O -2.854 0.811 0.346
S -3.038 0.749 1.794
O -2.163 1.654 2.506
N -2.769 -0.782 2.274
C -3.869 -1.289 2.884
S -3.926 -2.776 3.595
C -5.021 -0.338 2.893
C -6.282 -0.524 3.434
C -7.193 0.520 3.345
C -6.858 1.728 2.737
C -5.595 1.926 2.196
C -4.710 0.870 2.289
H -6.530 -1.464 3.911
H -8.186 0.397 3.760
H -7.593 2.524 2.689
H -5.317 2.860 1.725
O 1.941 1.259 -6.443
C 1.777 -0.144 -6.474
N 1.709 -0.701 -5.131
C 2.786 -0.563 -4.308
O 3.782 0.055 -4.658
C 2.645 -1.136 -2.937
C 3.774 -1.486 -2.203
C 3.601 -1.990 -0.926
C 2.310 -2.110 -0.424
N 1.228 -1.766 -1.117
C 1.404 -1.289 -2.341
H 2.861 1.415 -6.198
H 2.598 -0.608 -7.023
H 0.838 -0.356 -6.976
H 0.975 -1.343 -4.894
H 4.756 -1.349 -2.639
H 4.449 -2.280 -0.318
H 2.136 -2.495 0.579
H 0.496 -0.999 -2.864
C 0.054 0.752 6.177
C -0.920 0.093 5.224
N -0.189 -0.333 4.035
C 0.762 0.444 3.427
N 1.078 0.167 2.187
C 2.191 0.899 1.574
C 3.171 1.437 2.600
C 2.383 2.247 3.609
N 1.349 1.404 4.195
C 0.747 1.880 5.438
H 0.791 0.022 6.515
H -0.466 1.142 7.051
H -1.721 0.791 4.958
H -1.377 -0.791 5.668
H -0.753 -0.880 3.402
H 1.811 1.730 0.972
H 2.698 0.231 0.877
H 3.933 2.055 2.122
H 3.674 0.613 3.112
H 1.940 3.128 3.127
H 3.020 2.602 4.419
H 0.032 2.684 5.224
H 1.545 2.308 6.046
O -0.934 -2.748 0.578
S -1.743 -3.946 1.009
C -0.932 -4.531 2.489
C -1.424 -5.672 3.104
C -0.848 -6.096 4.290
C 0.197 -5.373 4.854
C 0.671 -4.229 4.230
C 0.105 -3.800 3.036
C -1.269 -5.264 -0.093
C 0.057 -5.424 -0.475
C 0.386 -6.457 -1.334
C -0.604 -7.320 -1.797
C -1.924 -7.149 -1.412
C -2.266 -6.107 -0.559
H -2.254 -6.220 2.668
H -1.223 -6.986 4.782
H 0.637 -5.703 5.787
H 1.477 -3.658 4.674
H 0.464 -2.901 2.550
H 0.809 -4.737 -0.103
H 1.414 -6.600 -1.641
H -0.338 -8.131 -2.464
H -2.691 -7.819 -1.780
H -3.297 -5.948 -0.259
*
```

Summary:
- calculated total energy (hartree) = -3955.00308
- LUMO level (eV) = -2.4
- energy above the lowest of the compared OMol25 structures with the same formula, charge and spin (kJ/mol) = 118.4
- orbital gap (eV) = 7.6

Atom charges from the Löwdin analysis, given in e for atoms 1 to 2: atom 1 (Sr): 1.52, atom 2 (C): -0.04

---

Density functional theory data (ωB97M-V/def2-TZVPD) for an isolated molecule of C22H33N3O4.

ORCA input file:
```
! RIJCOSX wB97M-V def2-TZVPD def2/J DEFGRID3
* xyz 0 1
C -5.519 -2.665 -1.275
O -4.401 -1.911 -0.895
C -4.680 -0.534 -0.754
C -3.393 0.177 -0.356
C -3.614 1.670 -0.126
C -2.349 2.447 0.266
C -1.685 1.888 1.524
C -0.442 2.701 1.873
N 0.488 2.640 0.765
C -0.078 3.275 -0.408
C -1.311 2.493 -0.857
H -0.999 1.480 -1.111
H -1.736 2.959 -1.747
H 0.675 3.270 -1.200
H -0.355 4.327 -0.204
C 1.816 3.118 1.107
C 2.825 2.834 0.043
C 3.286 1.618 -0.458
N 4.255 1.940 -1.352
N 4.445 3.248 -1.468
C 3.594 3.801 -0.626
H 3.552 4.867 -0.518
H 4.782 1.301 -1.926
C 2.911 0.233 -0.219
C 1.603 -0.096 0.122
C 1.230 -1.418 0.278
C 2.170 -2.456 0.155
C 3.484 -2.129 -0.209
C 3.830 -0.792 -0.400
H 4.859 -0.592 -0.656
O 4.518 -2.990 -0.412
C 4.335 -4.388 -0.355
H 3.524 -4.717 -1.007
H 5.279 -4.811 -0.700
H 4.141 -4.730 0.665
O 1.793 -3.774 0.378
C 1.401 -4.051 1.710
H 0.568 -3.421 2.030
H 1.097 -5.097 1.719
H 2.240 -3.908 2.401
O -0.094 -1.671 0.581
C -0.788 -2.452 -0.379
H -0.735 -1.981 -1.365
H -0.388 -3.466 -0.450
H -1.826 -2.485 -0.055
H 0.870 0.685 0.256
H 1.820 4.206 1.308
H 2.115 2.603 2.027
H 0.040 2.271 2.756
H -0.724 3.744 2.111
H -2.385 1.908 2.362
H -1.374 0.858 1.354
H -2.658 3.480 0.476
H -4.027 2.113 -1.036
H -4.356 1.796 0.667
H -2.661 0.017 -1.146
H -3.020 -0.295 0.551
H -5.069 -0.130 -1.704
H -5.456 -0.386 0.015
H -5.188 -3.699 -1.354
H -5.914 -2.333 -2.244
H -6.322 -2.594 -0.530
*
```

Summary:
- calculated total energy (hartree) = -1323.26757
- SMILES = COCCCC1CCN(Cc2cn[nH]c2-c2cc(OC)c(OC)c(OC)c2)CC1
- LUMO level (eV) = 0.8
- energy above the lowest of the compared OMol25 structures with the same formula, charge and spin (kJ/mol) = 371.3
- orbital gap (eV) = 8.8

Atom charges from the Löwdin analysis, given in e for atoms 1 to 2: atom 1 (C): -0.12, atom 2 (O): -0.20